Molecular formula: C14H26N2O6S
Method: DFT, wB97M-V/def2-TZVPD

Geometry as ORCA input:
```
! RIJCOSX wB97M-V def2-TZVPD def2/J DEFGRID3
* xyz 0 1
C 4.99 2.14 0.62
C 4.78 0.81 -0.08
O 5.20 0.85 -1.43
C 4.18 0.82 -2.42
C 4.07 -0.52 -3.15
O 3.16 -1.45 -2.58
C 3.68 -2.16 -1.46
C 2.57 -2.43 -0.44
O 1.73 -1.31 -0.25
C 0.59 -1.31 -1.07
C -0.03 0.11 -1.16
C 0.56 1.03 -0.19
N 1.03 1.75 0.57
C -1.56 0.03 -0.92
C -2.23 1.27 -1.28
N -2.66 2.30 -1.55
H 4.99 1.99 1.70
H 4.20 2.85 0.38
H 5.95 2.57 0.35
H 5.36 0.04 0.44
H 3.73 0.52 0.00
H 3.22 1.09 -1.98
H 4.44 1.57 -3.17
H 3.69 -0.32 -4.15
H 5.06 -0.96 -3.25
H 4.06 -3.13 -1.80
H 4.51 -1.62 -1.00
H 1.99 -3.31 -0.74
H 3.03 -2.65 0.52
H 0.86 -1.62 -2.08
H -0.15 -2.01 -0.68
H 0.15 0.52 -2.15
H -1.74 -0.18 0.13
H -1.96 -0.78 -1.52
C -5.81 -1.19 4.07
C -6.29 -0.97 2.65
O -6.09 0.39 2.21
S -4.62 0.80 1.74
C -5.04 2.31 0.95
O -4.18 -0.15 0.76
O -3.81 1.06 2.88
H -4.72 -1.12 4.14
H -6.11 -2.18 4.41
H -6.24 -0.45 4.74
H -5.81 -1.65 1.95
H -7.36 -1.12 2.58
H -5.70 2.10 0.11
H -4.12 2.76 0.60
H -5.53 2.96 1.68
*
```

E_tot, Ha: -1508.1039
SMILES: CCOCCOCCOC[C@H](C#N)CC#N.CCOS(C)(=O)=O
Kohn-Sham gap, eV: 10.02



Molecular formula: C4H10N4
Method: DFT, wB97M-V/def2-TZVPD

Geometry as ORCA input:
```
! RIJCOSX wB97M-V def2-TZVPD def2/J DEFGRID3
* xyz 0 1
C -1.80 -0.20 0.09
C 2.20 -0.57 -0.71
C 0.19 1.50 0.48
N -1.25 -0.97 -0.81
N -1.93 -0.48 1.43
C 1.13 0.29 -1.36
N 0.71 1.38 -0.63
N 0.08 1.85 1.65
H -2.37 0.65 -0.26
H -0.91 -1.85 -0.44
H 0.00 -0.46 -1.30
H -2.56 0.06 1.99
H -1.45 -1.29 1.81
H -0.85 1.87 2.06
H 1.39 0.59 -2.38
H 3.14 -0.02 -0.58
H 1.87 -0.90 0.28
H 2.40 -1.45 -1.32
*
```

E_tot, Ha: -377.3474
Kohn-Sham gap, eV: 8.53



Molecular formula: C5H11NO
Method: DFT, wB97M-V/def2-TZVPD

Geometry as ORCA input:
```
! RIJCOSX wB97M-V def2-TZVPD def2/J DEFGRID3
* xyz 0 1
C -0.27 2.25 -0.84
N -0.10 1.21 -1.53
C -0.97 0.07 -1.28
C -0.22 -1.19 -0.84
C 0.91 -0.95 0.20
C 0.46 -0.18 1.44
O 0.34 -1.07 2.56
H 0.34 3.11 -1.09
H -0.97 2.36 0.00
H -1.43 -0.16 -2.24
H -1.79 0.31 -0.58
H 0.29 -1.62 -1.70
H -0.93 -1.93 -0.46
H 1.66 -0.39 -0.34
H 1.24 -1.95 0.48
H -0.54 0.21 1.27
H 1.10 0.68 1.67
H 0.88 -0.76 3.28
*
```

E_tot, Ha: -327.0580
SMILES: C=NCCCCO
Kohn-Sham gap, eV: 10.59



Molecular formula: C2H8OS
Method: DFT, wB97M-V/def2-TZVPD

Geometry as ORCA input:
```
! RIJCOSX wB97M-V def2-TZVPD def2/J DEFGRID3
* xyz 0 1
C 0.79 -0.51 0.74
C -0.56 -1.24 0.97
S -1.68 -0.08 1.75
H 1.56 -1.10 0.21
H 1.18 -0.24 1.73
H 0.60 0.42 0.17
H -0.48 -2.18 1.56
H -1.09 -1.49 0.03
H -1.67 0.70 0.65
O 0.55 2.06 -2.25
H 0.00 2.48 -2.95
H 0.80 1.18 -2.62
*
```

E_tot, Ha: -554.4061
SMILES: CCS.O
Kohn-Sham gap, eV: 9.47